1.
Here is 13 unconnected molecules or ions with the total composition C57H139N13O7 at a distorted geometry from the Open Molecules 2025 dataset. Energies are from the ωB97M-V functional and the def2-TZVPD basis.

CARTESIAN COORDINATES (ANGSTROEM)
C (0.241, -2.547, -4.094)
C (0.115, -1.902, -5.464)
N (0.739, -0.581, -5.581)
C (2.187, -0.680, -5.403)
C (2.746, 0.605, -4.765)
C (0.451, -0.046, -6.918)
C (-1.046, 0.284, -7.150)
H (1.275, -2.770, -3.831)
H (-0.298, -3.491, -3.996)
H (-0.203, -1.894, -3.340)
H (0.551, -2.556, -6.230)
H (-0.944, -1.777, -5.688)
H (2.452, -1.512, -4.752)
H (2.720, -0.909, -6.333)
H (2.415, 0.606, -3.723)
H (3.823, 0.745, -4.836)
H (2.243, 1.516, -5.093)
H (0.601, -0.814, -7.687)
H (1.021, 0.847, -7.166)
H (-1.569, -0.668, -7.246)
H (-1.134, 0.778, -8.119)
H (-1.551, 0.895, -6.403)
C (-7.097, 1.038, 7.454)
C (-5.848, 0.551, 6.748)
N (-5.829, 0.956, 5.305)
C (-4.567, 0.421, 4.667)
C (-4.741, 0.493, 3.123)
C (-5.877, 2.424, 5.155)
C (-7.239, 2.898, 4.607)
H (-7.986, 1.112, 6.834)
H (-6.987, 1.873, 8.145)
H (-7.321, 0.180, 8.095)
H (-4.847, 0.764, 7.132)
H (-5.974, -0.531, 6.675)
H (-3.713, 0.988, 5.040)
H (-4.650, -0.643, 4.888)
H (-4.504, 1.492, 2.755)
H (-4.060, -0.221, 2.658)
H (-5.775, 0.274, 2.863)
H (-5.041, 2.673, 4.498)
H (-5.649, 3.020, 6.045)
H (-7.237, 3.960, 4.345)
H (-8.079, 2.851, 5.301)
H (-7.522, 2.359, 3.703)
C (-1.312, -3.592, 0.951)
C (-1.203, -4.985, 1.515)
N (-2.300, -5.811, 0.975)
C (-2.817, -6.889, 1.802)
C (-3.402, -6.323, 3.116)
C (-2.002, -6.234, -0.382)
C (-3.073, -6.915, -1.176)
H (-0.609, -2.975, 1.529)
H (-2.278, -3.094, 0.928)
H (-0.776, -3.347, 0.028)
H (-0.200, -5.392, 1.342)
H (-1.300, -4.931, 2.595)
H (-3.507, -7.575, 1.313)
H (-2.010, -7.604, 2.032)
H (-2.778, -5.550, 3.557)
H (-4.280, -5.707, 2.896)
H (-3.789, -7.074, 3.803)
H (-1.124, -6.895, -0.307)
H (-1.653, -5.341, -0.905)
H (-2.795, -6.916, -2.231)
H (-3.955, -6.269, -1.247)
H (-3.388, -7.887, -0.805)
C (-1.127, -0.651, -0.427)
C (-0.785, 0.156, 0.839)
N (0.103, 1.301, 0.500)
C (0.532, 2.018, 1.688)
C (1.237, 1.154, 2.724)
C (1.255, 0.899, -0.374)
C (2.429, 1.848, -0.707)
H (-1.321, 0.088, -1.205)
H (-2.035, -1.240, -0.293)
H (-0.323, -1.325, -0.718)
H (-1.695, 0.569, 1.282)
H (-0.426, -0.481, 1.653)
H (-0.337, 2.564, 2.062)
H (1.224, 2.763, 1.291)
H (0.543, 0.465, 3.205)
H (1.848, 1.697, 3.447)
H (1.991, 0.534, 2.228)
H (1.668, -0.047, -0.015)
H (0.806, 0.692, -1.347)
H (2.325, 2.862, -0.312)
H (3.343, 1.529, -0.207)
H (2.585, 1.991, -1.775)
C (-1.985, 0.616, -3.506)
C (-1.052, 1.765, -3.385)
N (-1.544, 2.933, -4.110)
C (-2.895, 3.424, -3.755)
C (-3.861, 3.374, -4.962)
C (-0.564, 4.034, -4.185)
C (0.435, 3.721, -5.292)
H (-1.521, -0.210, -2.955)
H (-2.058, 0.137, -4.481)
H (-2.932, 0.796, -2.998)
H (-0.772, 2.004, -2.349)
H (-0.108, 1.367, -3.772)
H (-3.234, 2.848, -2.887)
H (-2.916, 4.407, -3.277)
H (-3.982, 2.406, -5.442)
H (-4.831, 3.694, -4.577)
H (-3.422, 4.150, -5.590)
H (-0.120, 4.273, -3.211)
H (-1.053, 4.988, -4.398)
H (-0.079, 3.649, -6.254)
H (0.817, 2.708, -5.168)
H (1.187, 4.490, -5.473)
C (-4.817, -4.554, -3.986)
C (-4.747, -3.901, -2.590)
N (-5.090, -2.490, -2.583)
C (-4.306, -1.653, -1.657)
C (-4.419, -2.088, -0.181)
C (-6.511, -2.121, -2.818)
C (-6.631, -0.853, -3.657)
H (-5.762, -4.514, -4.528)
H (-4.435, -5.563, -3.821)
H (-4.112, -4.094, -4.683)
H (-5.385, -4.474, -1.907)
H (-3.715, -4.135, -2.325)
H (-3.270, -1.769, -1.985)
H (-4.512, -0.617, -1.923)
H (-5.359, -2.490, 0.196)
H (-3.717, -2.868, 0.134)
H (-4.010, -1.275, 0.428)
H (-6.940, -1.913, -1.833)
H (-7.080, -2.923, -3.285)
H (-5.935, -0.107, -3.270)
H (-7.611, -0.408, -3.464)
H (-6.553, -0.921, -4.740)
C (-3.254, 2.878, -0.477)
C (-2.364, 4.060, -0.815)
O (-2.710, 5.002, -1.499)
N (-1.085, 3.884, -0.421)
C (-0.067, 4.822, -0.791)
H (-2.893, 2.225, 0.313)
H (-3.465, 2.433, -1.451)
H (-4.209, 3.316, -0.179)
H (-0.770, 2.933, -0.237)
H (0.505, 5.174, 0.074)
H (-0.389, 5.738, -1.278)
H (0.749, 4.369, -1.361)
C (4.995, 4.225, -0.448)
C (5.325, 5.619, -0.014)
O (4.795, 6.526, -0.661)
N (6.205, 5.817, 0.961)
C (6.632, 7.146, 1.395)
H (4.368, 4.182, -1.336)
H (4.583, 3.513, 0.265)
H (5.938, 3.834, -0.847)
H (6.883, 5.096, 1.156)
H (7.348, 7.567, 0.688)
H (7.129, 7.232, 2.362)
H (5.768, 7.803, 1.487)
C (4.775, -0.413, -2.009)
C (6.018, 0.273, -2.563)
O (6.430, 1.344, -2.141)
N (6.517, -0.202, -3.736)
C (7.710, 0.331, -4.373)
H (4.024, -0.756, -2.720)
H (4.317, 0.340, -1.375)
H (5.042, -1.261, -1.382)
H (6.162, -1.079, -4.084)
H (8.204, 1.139, -3.841)
H (7.406, 0.717, -5.348)
H (8.452, -0.447, -4.553)
C (7.390, -1.449, 2.361)
C (6.331, -0.356, 2.232)
O (6.018, 0.096, 1.140)
N (5.753, -0.005, 3.372)
C (4.792, 1.069, 3.464)
H (6.915, -2.410, 2.561)
H (7.974, -1.292, 3.273)
H (8.098, -1.412, 1.539)
H (5.876, -0.705, 4.086)
H (5.272, 1.951, 3.892)
H (3.976, 0.754, 4.115)
H (4.332, 1.344, 2.517)
C (2.343, 5.642, 2.374)
C (2.528, 5.371, 3.849)
O (1.709, 5.756, 4.663)
N (3.514, 4.509, 4.237)
C (3.719, 4.118, 5.633)
H (1.283, 5.618, 2.126)
H (2.682, 4.754, 1.830)
H (2.838, 6.536, 2.004)
H (4.287, 4.305, 3.622)
H (2.737, 4.056, 6.096)
H (4.439, 4.756, 6.139)
H (4.024, 3.075, 5.536)
C (4.603, -4.624, 3.018)
C (4.621, -3.864, 1.700)
O (5.539, -3.971, 0.915)
N (3.501, -3.180, 1.398)
C (3.350, -2.352, 0.238)
H (5.484, -5.254, 3.109)
H (3.745, -5.294, 3.074)
H (4.595, -3.805, 3.741)
H (2.839, -3.078, 2.156)
H (3.690, -2.828, -0.682)
H (3.882, -1.407, 0.350)
H (2.315, -2.158, -0.047)
C (0.618, -4.966, 4.619)
C (1.307, -3.636, 4.414)
O (1.226, -2.966, 3.378)
N (2.011, -3.166, 5.450)
C (2.653, -1.841, 5.311)
H (0.513, -5.496, 3.673)
H (-0.403, -4.704, 4.899)
H (1.184, -5.644, 5.256)
H (2.235, -3.769, 6.223)
H (2.115, -1.166, 4.650)
H (3.647, -1.916, 4.868)
H (2.658, -1.364, 6.290)

Results
* HOMO: -7.60 eV
* F_max: 3.39 eV/Å
* HOMO-LUMO gap: 0.279 hartree
* relative energy (zero: lowest compared OMol25 entry of this formula, charge and spin): 121.0 kcal per mole
* M: 1118.8 Da
* LUMO level: -0.0005 Eh

2.
Here is 18 unconnected molecules or ions with the total composition C57H157N7O25 at a distorted geometry from the Open Molecules 2025 dataset. Energies are from the ωB97M-V functional and the def2-TZVPD basis.

CARTESIAN COORDINATES (ANGSTROEM)
C (-21.829, -3.586, -18.310)
O (-22.037, -3.694, -16.969)
C (-23.350, -3.880, -16.593)
C (-23.479, -4.341, -15.035)
N (-23.015, -3.313, -14.110)
C (-22.599, -3.777, -12.841)
C (-23.601, -3.947, -11.679)
O (-24.545, -4.872, -12.095)
C (-25.856, -4.398, -12.515)
H (-22.648, -2.966, -18.674)
H (-22.055, -4.531, -18.803)
H (-20.807, -3.227, -18.435)
H (-23.813, -4.707, -17.131)
H (-24.012, -3.047, -16.826)
H (-22.826, -5.190, -14.832)
H (-24.474, -4.739, -14.840)
H (-22.356, -2.747, -14.625)
H (-21.754, -3.176, -12.504)
H (-22.145, -4.766, -12.895)
H (-24.111, -3.019, -11.418)
H (-23.121, -4.353, -10.789)
H (-26.426, -4.244, -11.599)
H (-26.494, -5.004, -13.158)
H (-25.822, -3.371, -12.879)
C (-30.104, -11.231, -14.878)
O (-28.866, -11.906, -14.560)
C (-27.965, -11.992, -15.679)
C (-26.543, -12.537, -15.418)
N (-25.691, -11.578, -14.759)
C (-25.932, -11.466, -13.316)
C (-24.888, -10.484, -12.741)
O (-23.586, -11.257, -12.796)
C (-22.426, -10.423, -12.498)
H (-29.930, -10.175, -15.082)
H (-30.595, -11.205, -13.905)
H (-30.557, -11.800, -15.690)
H (-27.816, -11.062, -16.228)
H (-28.563, -12.623, -16.338)
H (-26.093, -12.690, -16.399)
H (-26.514, -13.529, -14.968)
H (-24.715, -11.838, -14.744)
H (-25.852, -12.403, -12.765)
H (-26.937, -11.166, -13.018)
H (-25.267, -10.180, -11.766)
H (-24.989, -9.611, -13.385)
H (-21.523, -10.943, -12.817)
H (-22.384, -10.068, -11.468)
H (-22.408, -9.522, -13.111)
C (-30.415, -0.954, -3.517)
O (-29.068, -0.764, -3.902)
C (-28.532, -1.080, -5.213)
C (-26.972, -0.688, -5.221)
N (-26.093, -1.628, -4.552)
C (-26.414, -1.738, -3.143)
C (-25.321, -2.535, -2.357)
O (-25.490, -3.971, -2.570)
C (-25.080, -4.732, -1.387)
H (-30.773, -1.978, -3.621)
H (-31.200, -0.285, -3.870)
H (-30.471, -0.987, -2.429)
H (-28.911, -0.512, -6.063)
H (-28.691, -2.134, -5.446)
H (-26.858, 0.275, -4.723)
H (-26.662, -0.524, -6.253)
H (-26.095, -2.543, -4.979)
H (-27.332, -2.324, -3.148)
H (-26.447, -0.715, -2.768)
H (-25.299, -2.215, -1.315)
H (-24.387, -2.123, -2.740)
H (-25.297, -5.792, -1.513)
H (-25.299, -4.353, -0.388)
H (-24.000, -4.594, -1.442)
C (-13.966, -12.714, -1.886)
O (-12.643, -12.685, -2.399)
C (-11.859, -11.794, -1.639)
C (-10.369, -11.905, -1.834)
N (-10.051, -11.527, -3.191)
C (-8.721, -11.905, -3.554)
C (-8.380, -11.251, -4.915)
O (-7.179, -11.808, -5.293)
C (-6.920, -11.513, -6.688)
H (-13.958, -12.872, -0.808)
H (-14.597, -13.394, -2.458)
H (-14.314, -11.716, -2.152)
H (-11.885, -12.067, -0.584)
H (-12.127, -10.754, -1.826)
H (-10.055, -12.915, -1.572)
H (-9.904, -11.254, -1.093)
H (-10.737, -11.871, -3.848)
H (-8.678, -12.991, -3.630)
H (-7.991, -11.589, -2.808)
H (-8.264, -10.176, -4.779)
H (-9.229, -11.356, -5.591)
H (-5.930, -11.820, -7.025)
H (-6.858, -10.449, -6.916)
H (-7.627, -11.959, -7.389)
C (-19.055, -16.650, -5.297)
O (-19.248, -15.387, -5.894)
C (-17.984, -14.921, -6.553)
C (-18.214, -13.490, -7.068)
N (-18.773, -12.747, -5.987)
C (-19.337, -11.546, -6.614)
C (-20.136, -10.641, -5.745)
O (-20.578, -9.542, -6.457)
C (-21.476, -8.636, -5.748)
H (-18.307, -16.663, -4.504)
H (-18.696, -17.333, -6.067)
H (-20.006, -17.111, -5.029)
H (-17.670, -15.609, -7.338)
H (-17.269, -14.801, -5.739)
H (-19.026, -13.544, -7.793)
H (-17.375, -13.109, -7.650)
H (-19.521, -13.320, -5.625)
H (-20.055, -11.909, -7.350)
H (-18.488, -10.951, -6.953)
H (-19.565, -10.431, -4.840)
H (-21.034, -11.172, -5.432)
H (-20.939, -7.947, -5.096)
H (-22.323, -9.200, -5.357)
H (-21.934, -8.062, -6.554)
C (-17.466, -20.731, -14.653)
O (-18.487, -21.569, -14.259)
C (-18.950, -21.262, -12.946)
C (-20.310, -22.126, -12.665)
N (-20.987, -21.830, -11.379)
C (-20.229, -21.736, -10.131)
C (-21.124, -21.780, -8.914)
O (-21.367, -23.122, -8.552)
C (-22.493, -23.272, -7.666)
H (-17.557, -19.736, -14.218)
H (-17.368, -20.560, -15.725)
H (-16.519, -21.072, -14.236)
H (-19.225, -20.221, -12.780)
H (-18.197, -21.436, -12.178)
H (-20.043, -23.175, -12.792)
H (-20.945, -21.860, -13.511)
H (-21.812, -22.409, -11.313)
H (-19.794, -20.738, -10.062)
H (-19.463, -22.491, -9.955)
H (-22.069, -21.273, -9.106)
H (-20.630, -21.304, -8.066)
H (-22.356, -22.614, -6.807)
H (-22.543, -24.306, -7.326)
H (-23.365, -22.953, -8.237)
C (-9.641, -4.337, 0.651)
O (-10.103, -5.127, -0.467)
C (-9.972, -4.615, -1.750)
C (-10.947, -5.389, -2.624)
N (-12.385, -5.019, -2.373)
C (-13.178, -5.952, -3.105)
C (-14.691, -5.719, -2.869)
O (-15.034, -6.034, -1.513)
C (-16.396, -5.879, -1.292)
H (-9.656, -5.039, 1.486)
H (-10.098, -3.391, 0.942)
H (-8.582, -4.127, 0.506)
H (-8.997, -4.896, -2.147)
H (-10.310, -3.588, -1.888)
H (-10.761, -6.396, -2.251)
H (-10.717, -5.418, -3.689)
H (-12.589, -5.151, -1.393)
H (-13.017, -6.952, -2.704)
H (-12.814, -6.001, -4.131)
H (-15.169, -6.374, -3.598)
H (-14.909, -4.685, -3.140)
H (-16.740, -6.128, -0.288)
H (-16.931, -6.567, -1.948)
H (-16.692, -4.867, -1.569)
C (-12.105, -16.637, -3.973)
O (-11.610, -16.820, -5.306)
H (-13.029, -16.072, -4.099)
H (-12.371, -17.585, -3.506)
H (-11.487, -15.922, -3.430)
H (-10.679, -17.040, -5.385)
C (-27.278, -6.785, -6.730)
O (-27.134, -5.838, -5.754)
H (-27.430, -7.724, -6.199)
H (-28.217, -6.492, -7.201)
H (-26.557, -6.748, -7.546)
H (-26.619, -6.149, -5.006)
C (-24.928, -18.701, -4.371)
O (-24.838, -18.076, -5.608)
H (-24.639, -18.097, -3.511)
H (-25.900, -19.121, -4.110)
H (-24.361, -19.623, -4.497)
H (-25.487, -18.473, -6.193)
C (-17.603, -3.261, -7.688)
O (-18.429, -3.219, -6.481)
H (-16.771, -2.561, -7.766)
H (-16.939, -4.122, -7.756)
H (-18.179, -3.009, -8.579)
H (-18.973, -2.431, -6.549)
C (-20.659, -20.294, -0.826)
O (-19.235, -20.233, -0.576)
H (-21.110, -20.473, 0.149)
H (-21.050, -19.371, -1.255)
H (-20.965, -21.196, -1.355)
H (-19.095, -19.598, 0.130)
C (-24.412, -13.560, -7.191)
O (-23.478, -14.280, -6.461)
H (-24.110, -13.369, -8.220)
H (-25.387, -14.048, -7.203)
H (-24.595, -12.547, -6.833)
H (-23.919, -15.089, -6.193)
C (-14.495, -19.423, -10.087)
O (-13.586, -18.531, -9.454)
H (-15.184, -19.858, -9.363)
H (-15.001, -18.731, -10.760)
H (-14.081, -20.235, -10.685)
H (-13.812, -18.356, -8.537)
C (-21.592, -14.463, -1.098)
C (-21.404, -13.675, 0.191)
O (-21.723, -14.381, 1.343)
H (-21.086, -15.429, -1.085)
H (-21.058, -13.837, -1.813)
H (-22.632, -14.565, -1.410)
H (-22.017, -12.775, 0.149)
H (-20.412, -13.239, 0.316)
H (-21.816, -13.797, 2.099)
C (-12.826, -11.115, -8.262)
C (-13.357, -10.425, -9.510)
O (-12.276, -10.459, -10.402)
H (-12.301, -10.293, -7.776)
H (-12.115, -11.934, -8.372)
H (-13.697, -11.533, -7.757)
H (-13.900, -9.493, -9.350)
H (-14.149, -11.075, -9.883)
H (-12.688, -10.631, -11.252)
C (-17.408, -14.392, -13.498)
C (-18.448, -14.365, -14.634)
O (-17.950, -15.089, -15.766)
H (-17.622, -13.578, -12.806)
H (-16.444, -14.169, -13.958)
H (-17.357, -15.352, -12.984)
H (-18.652, -13.348, -14.969)
H (-19.405, -14.753, -14.282)
H (-18.311, -14.991, -16.650)
C (-22.287, -15.948, -11.290)
C (-23.203, -16.645, -12.318)
O (-24.584, -16.557, -12.120)
H (-22.408, -14.873, -11.425)
H (-21.233, -16.059, -11.545)
H (-22.420, -16.261, -10.254)
H (-23.220, -17.734, -12.352)
H (-23.061, -16.204, -13.305)
H (-24.827, -17.275, -11.531)

Results
* HOMO: -8.27 eV
* F_max: 3.18 eV/Å
* HOMO-LUMO gap: 0.307 hartree
* M: 1340.9 Da
* LUMO level: 0.0036 Eh